The following is a DFT calculation (wB97M-V/def2-TZVPD) of a single C23H28N2O5S molecule in a non-equilibrium geometry.

```
59
Properties=species:S:1:pos:R:3:nbo_charge:R:1
C 5.64 3.74 1.33 -0.252
O 6.03 3.12 0.13 -0.492
C 5.47 1.92 -0.19 0.279
C 5.90 1.33 -1.38 -0.219
C 5.40 0.11 -1.80 -0.291
C 4.43 -0.55 -1.04 0.377
O 3.86 -1.74 -1.35 -0.501
C 4.26 -2.39 -2.53 -0.251
C 4.01 0.05 0.15 -0.378
S 2.78 -0.79 1.15 2.330
O 2.44 0.12 2.22 -0.962
O 3.26 -2.08 1.52 -0.931
N 1.53 -0.93 0.06 -0.683
C 0.96 -2.25 -0.12 -0.239
C -0.04 -2.58 0.98 -0.399
C -1.12 -1.50 1.14 -0.316
C -2.09 -1.49 -0.04 0.705
O -1.76 -1.78 -1.17 -0.658
N -3.37 -1.10 0.22 -0.439
C -3.88 -0.75 1.54 -0.200
C -5.35 -0.33 1.49 -0.421
C -5.55 0.68 0.41 -0.015
C -6.22 1.88 0.57 -0.207
C -6.34 2.75 -0.50 -0.206
C -5.78 2.43 -1.73 -0.212
C -5.11 1.24 -1.89 -0.187
C -4.99 0.36 -0.83 -0.036
C -4.28 -0.96 -0.90 -0.252
C -0.46 -0.12 1.26 -0.414
C 0.53 0.11 0.12 -0.227
C 4.51 1.26 0.57 -0.269
H 5.86 3.11 2.20 0.179
H 4.57 3.98 1.33 0.177
H 6.21 4.66 1.39 0.201
H 6.65 1.84 -1.96 0.227
H 5.76 -0.31 -2.72 0.223
H 3.68 -3.31 -2.57 0.205
H 5.33 -2.64 -2.51 0.179
H 4.04 -1.79 -3.42 0.177
H 1.80 -2.95 -0.10 0.235
H 0.48 -2.27 -1.10 0.234
H -0.51 -3.54 0.76 0.217
H 0.50 -2.66 1.93 0.216
H -1.67 -1.71 2.06 0.220
H -3.78 -1.61 2.22 0.199
H -3.30 0.08 1.95 0.196
H -5.64 0.06 2.46 0.225
H -5.97 -1.21 1.28 0.215
H -6.64 2.13 1.53 0.210
H -6.86 3.69 -0.37 0.214
H -5.88 3.12 -2.56 0.214
H -4.67 0.98 -2.85 0.214
H -5.01 -1.78 -0.89 0.197
H -3.69 -1.05 -1.81 0.258
H -1.21 0.67 1.24 0.208
H 0.09 -0.07 2.20 0.238
H 1.06 1.06 0.26 0.220
H 0.01 0.13 -0.85 0.216
H 4.13 1.65 1.50 0.253
```

The SMILES is COc1ccc(OC)c(S(=O)(=O)N2CCC(C(=O)N3CCc4ccccc4C3)CC2)c1. The total energy is -1777.1255 a.u. As for the HOMO-LUMO gap: 8.82 eV. As for the HOMO energy: -8.14 eV.

***

The following is a DFT calculation (wB97M-V/def2-TZVPD) of a single C23H28N4O4 molecule.

```
59
Properties=species:S:1:pos:R:3:nbo_charge:R:1
C 0.53 -6.90 1.64 -0.638
C 1.65 -6.41 0.74 -0.062
O 1.19 -6.05 -0.55 -0.494
C 0.55 -4.86 -0.73 0.298
C 0.06 -4.64 -2.02 -0.245
C -0.60 -3.47 -2.33 -0.231
C -0.79 -2.49 -1.36 0.189
N -1.48 -1.33 -1.74 -0.604
C -1.78 -0.23 -1.01 0.675
O -1.42 -0.07 0.15 -0.639
C -2.56 0.80 -1.76 -0.214
C -3.47 0.43 -2.74 -0.175
C -4.17 1.38 -3.47 -0.242
C -3.95 2.72 -3.22 -0.174
C -3.08 3.12 -2.23 -0.255
C -2.39 2.17 -1.47 0.281
N -1.55 2.54 -0.43 -0.666
C -1.05 3.76 -0.12 0.676
O -1.27 4.80 -0.70 -0.613
C -0.17 3.71 1.13 -0.315
N 0.37 2.38 1.34 -0.460
C 0.63 2.01 2.71 -0.215
C 1.94 2.63 3.26 -0.233
N 3.03 2.25 2.39 -0.446
C 4.09 1.46 2.71 0.685
C 4.21 1.03 4.15 -0.713
O 4.90 1.13 1.87 -0.632
C 2.82 2.65 1.02 -0.250
C 1.50 2.05 0.50 -0.231
C -0.31 -2.71 -0.08 -0.235
C 0.36 -3.88 0.23 -0.294
H 0.02 -7.75 1.18 0.215
H -0.20 -6.12 1.82 0.212
H 0.94 -7.22 2.60 0.215
H 2.36 -7.23 0.55 0.194
H 2.20 -5.59 1.20 0.170
H 0.21 -5.41 -2.76 0.226
H -0.97 -3.32 -3.33 0.205
H -1.77 -1.32 -2.71 0.403
H -3.67 -0.62 -2.93 0.208
H -4.87 1.07 -4.22 0.216
H -4.48 3.47 -3.79 0.217
H -2.92 4.16 -2.02 0.256
H -1.22 1.77 0.16 0.470
H -0.81 3.97 1.98 0.225
H 0.59 4.50 1.04 0.200
H -0.21 2.30 3.34 0.204
H 0.72 0.91 2.74 0.201
H 2.11 2.30 4.28 0.218
H 1.85 3.72 3.25 0.190
H 5.13 0.46 4.25 0.245
H 3.37 0.40 4.45 0.222
H 4.27 1.90 4.81 0.224
H 3.66 2.29 0.43 0.257
H 2.79 3.74 0.96 0.187
H 1.31 2.41 -0.52 0.210
H 1.59 0.96 0.47 0.210
H -0.45 -1.95 0.68 0.251
H 0.72 -4.00 1.24 0.218
```

The SMILES is CCOc1ccc(NC(=O)c2ccccc2NC(=O)CN2CCN(C(C)=O)CC2)cc1. The total energy is -1413.2824 a.u. As for the HOMO-LUMO gap: 8.53 eV. As for the HOMO energy: -8.03 eV.